*one*
The following is a quantum chemistry calculation of a 6-piece molecular cluster, H12O6 overall, from the Open Molecules 2025 dataset.

gap between HOMO and LUMO = 11.2 eV
highest occupied orbital energy = -0.40777 Eh

Positions of all 18 atoms, in Å:
O 0.128 0.287 -0.787
H 0.027 0.307 0.178
H 0.399 -0.610 -0.926
O -0.941 4.607 -0.339
H -0.153 4.198 -0.822
H -0.523 5.083 0.299
O 5.005 -1.020 -1.021
H 4.220 -0.727 -0.637
H 5.678 -1.070 -0.354
O -4.115 -2.804 -0.988
H -4.980 -2.553 -0.809
H -3.629 -2.141 -0.371
O 1.909 -1.231 1.526
H 1.313 -0.498 1.876
H 2.052 -1.600 2.360
O -1.941 0.005 1.176
H -2.096 0.408 1.973
H -2.681 0.450 0.698

***

*two*
The following is a quantum chemistry calculation of a 6-piece molecular cluster, H12O6 overall, from the Open Molecules 2025 dataset.

gap between HOMO and LUMO = 10.7 eV
highest occupied orbital energy = -0.39362 Eh

Positions of all 18 atoms, in Å:
O -1.458 -2.455 -0.260
H -1.141 -1.617 -0.694
H -1.521 -3.004 -1.044
O -1.481 1.728 2.078
H -0.973 1.247 1.510
H -0.779 2.173 2.676
O -1.873 1.725 -2.114
H -2.362 0.941 -1.875
H -2.502 2.579 -2.177
O -0.202 0.299 -0.041
H -0.366 0.979 -0.811
H 0.656 0.137 -0.036
O 2.199 -0.485 -1.116
H 3.008 -0.509 -0.478
H 2.067 -1.296 -1.411
O 2.341 -0.653 2.269
H 2.952 -0.770 1.518
H 1.432 -1.028 2.002

***

*one* ends up most stable, edging out the next structure by 16.8 kJ/mol.

***

*one*
The following is a quantum chemistry calculation of one molecule with the formula C4H13N3, from the Open Molecules 2025 dataset.

gap between HOMO and LUMO = 9.5 eV
highest occupied orbital energy = -0.30587 Eh

Positions of all 20 atoms, in Å:
N -1.989 1.822 0.230
C -1.479 1.524 -1.126
C -0.245 0.650 -1.092
N -0.380 -0.565 -0.283
C 0.819 -1.376 -0.308
C 1.477 -1.500 1.101
N 1.471 -0.231 1.830
H -2.948 2.132 0.080
H -2.191 0.930 0.685
H -2.214 1.122 -1.826
H -1.075 2.470 -1.496
H 0.609 1.230 -0.746
H 0.004 0.363 -2.123
H -1.280 -0.970 -0.496
H 0.582 -2.381 -0.664
H 1.599 -0.952 -0.941
H 1.144 -2.367 1.642
H 2.524 -1.675 0.820
H 2.428 0.082 1.928
H 1.145 -0.307 2.785

***

*two*
The following is a quantum chemistry calculation of one molecule with the formula C4H13N3, from the Open Molecules 2025 dataset.

gap between HOMO and LUMO = 10.0 eV
highest occupied orbital energy = -0.32505 Eh

Positions of all 20 atoms, in Å:
N 1.394 1.375 2.036
C 1.780 0.211 1.195
C 0.403 -0.636 0.894
C -0.264 -0.136 -0.540
N 0.547 -0.447 -1.826
C -1.696 -0.601 -0.532
N -2.543 0.100 -1.518
H 2.250 1.854 2.077
H 0.888 2.031 1.465
H 2.167 0.545 0.165
H 2.697 -0.292 1.723
H -0.278 -0.452 1.823
H 0.773 -1.686 0.874
H 0.008 0.929 -0.456
H 0.019 -1.015 -2.468
H 1.377 -1.087 -1.531
H -2.071 -0.339 0.605
H -1.709 -1.642 -0.573
H -3.536 0.259 -1.512
H -2.205 1.031 -1.900

***

*one* ends up most stable, edging out the next structure by 117.7 kJ/mol.

***

*one*
The following is a quantum chemistry calculation of a 3-piece molecular cluster, C4H13N3 overall, from the Open Molecules 2025 dataset.

gap between HOMO and LUMO (alpha / beta) = 8.4 / 7.2 eV
highest occupied orbital energy (alpha / beta) = -0.27309 / -0.23164 Eh

Positions of all 20 atoms, in Å:
C 0.349 -0.444 1.004
C -1.697 1.468 -0.839
C -1.269 -0.687 -1.761
C 2.508 0.369 1.509
N -1.311 0.109 -0.564
N 0.825 0.297 0.015
N 0.464 -1.771 0.967
H 0.642 1.275 0.198
H -0.209 -0.050 1.848
H -0.058 -2.346 1.604
H 0.861 -2.199 0.145
H -1.642 2.073 0.074
H -0.635 -0.267 -2.561
H -1.089 1.967 -1.618
H -2.745 1.524 -1.185
H -0.899 -1.692 -1.534
H -2.280 -0.812 -2.190
H 2.857 1.345 1.192
H 2.247 0.308 2.562
H 3.082 -0.467 1.135

***

*two*
The following is a quantum chemistry calculation of one molecule with the formula C4H13N3, from the Open Molecules 2025 dataset.

gap between HOMO and LUMO = 9.6 eV
highest occupied orbital energy = -0.31329 Eh

Positions of all 20 atoms, in Å:
N 2.374 -0.676 1.279
C 1.249 -0.291 2.143
C -0.105 -0.574 1.493
N -0.408 0.242 0.308
C -0.361 -0.398 -1.005
C -1.449 0.168 -1.922
N -1.530 1.625 -1.991
H 3.201 -0.263 1.675
H 2.270 -0.198 0.387
H 1.281 -0.949 3.014
H 1.229 0.753 2.472
H -0.872 -0.388 2.241
H -0.096 -1.624 1.185
H 0.243 1.021 0.268
H -0.555 -1.471 -0.950
H 0.656 -0.303 -1.416
H -2.362 -0.162 -1.416
H -1.443 -0.352 -2.886
H -0.840 2.011 -2.597
H -2.481 1.831 -2.279

***

*two* ends up most stable, edging out the next structure by 453.0 kJ/mol.

***

*one*
The following is a quantum chemistry calculation of one molecule with the formula C4H13N3, from the Open Molecules 2025 dataset.

gap between HOMO and LUMO = 9.6 eV
highest occupied orbital energy = -0.31427 Eh

Positions of all 20 atoms, in Å:
N 1.882 1.365 -2.061
C 0.552 1.577 -1.308
C 0.280 0.967 0.076
C -0.388 -0.481 0.097
N 0.542 -1.595 -0.137
C -0.984 -0.629 1.445
N -1.713 -1.879 1.745
H 2.118 2.355 -2.052
H 2.550 0.905 -1.447
H 0.375 2.648 -1.114
H -0.220 1.339 -2.036
H -0.387 1.642 0.583
H 1.187 0.913 0.692
H -1.175 -0.330 -0.682
H 1.306 -1.306 -0.730
H -0.042 -2.327 -0.516
H -1.756 0.102 1.633
H -0.218 -0.483 2.206
H -1.393 -2.591 2.375
H -2.515 -2.191 1.231

***

*two*
The following is a quantum chemistry calculation of one molecule with the formula C4H13N3, from the Open Molecules 2025 dataset.

gap between HOMO and LUMO = 10.0 eV
highest occupied orbital energy = -0.33093 Eh

Positions of all 20 atoms, in Å:
N 0.629 -2.521 0.168
C -0.763 -2.098 -0.069
C -0.766 -0.634 0.372
C 0.388 0.290 0.012
N 0.553 0.320 -1.468
C -0.061 1.658 0.646
N 0.783 2.857 0.626
H 0.653 -3.446 -0.371
H 1.245 -1.720 -0.124
H -1.091 -2.131 -1.124
H -1.510 -2.711 0.516
H -0.757 -0.802 1.507
H -1.845 -0.146 0.216
H 1.267 0.032 0.682
H 1.114 1.034 -1.897
H -0.384 0.211 -1.908
H -0.215 1.425 1.788
H -0.997 1.906 0.169
H 1.557 2.867 -0.107
H 0.199 3.610 0.366

***

*three*
The following is a quantum chemistry calculation of one molecule with the formula C4H13N3, from the Open Molecules 2025 dataset.

gap between HOMO and LUMO = 10.1 eV
highest occupied orbital energy = -0.32872 Eh

Positions of all 20 atoms, in Å:
N 2.312 -0.310 -1.632
C 2.150 0.887 -0.795
C 0.698 1.208 -0.518
N 0.142 0.347 0.514
C -1.290 0.562 0.742
C -1.905 -0.666 1.400
N -2.150 -1.806 0.525
H 2.125 -1.117 -1.046
H 3.279 -0.346 -1.927
H 2.620 1.748 -1.269
H 2.633 0.764 0.185
H 0.608 2.258 -0.245
H 0.099 1.141 -1.442
H 0.271 -0.620 0.232
H -1.369 1.367 1.463
H -1.819 0.808 -0.176
H -1.232 -0.972 2.191
H -2.847 -0.380 1.872
H -1.410 -1.961 -0.144
H -3.038 -1.764 0.050

***

*four*
The following is a quantum chemistry calculation of one molecule with the formula C4H13N3, from the Open Molecules 2025 dataset.

gap between HOMO and LUMO = 8.5 eV
highest occupied orbital energy = -0.27494 Eh

Positions of all 20 atoms, in Å:
C -0.573 0.448 2.067
N 0.877 0.639 1.310
C 0.660 0.785 -0.085
N 1.882 0.703 -0.823
N -0.328 -0.242 -0.493
C -0.026 -1.663 -0.345
C -1.392 0.129 -1.423
H -0.472 1.169 2.878
H -0.548 -0.563 2.467
H -1.538 0.706 1.626
H 1.748 0.221 1.617
H 0.203 1.761 -0.283
H 2.194 -0.182 -1.206
H 2.159 1.499 -1.390
H 0.888 -1.814 0.234
H 0.123 -2.118 -1.330
H -0.862 -2.153 0.161
H -2.085 -0.703 -1.576
H -0.966 0.403 -2.394
H -1.944 0.976 -1.009

***

*three* ends up most stable, edging out the next structure by 62.1 kJ/mol.

***

*one*
The following is a quantum chemistry calculation of a 3-piece molecular cluster, C4H13N3 overall, from the Open Molecules 2025 dataset.

gap between HOMO and LUMO = 9.9 eV
highest occupied orbital energy = -0.33400 Eh

Positions of all 20 atoms, in Å:
H 0.606 -0.464 -2.295
N 0.010 0.300 -1.977
C -1.123 -0.050 -1.540
C -1.675 -1.440 -1.468
H -1.823 0.754 -1.333
H -0.897 -2.188 -1.602
H -2.168 -1.601 -0.516
H -2.437 -1.573 -2.248
H 2.833 1.585 1.738
N 2.310 1.759 0.873
C 1.874 0.721 0.317
N 2.063 -0.581 0.687
H 1.275 0.862 -0.656
H 1.508 -1.305 0.266
H 2.447 -0.778 1.599
C -0.950 0.799 1.641
H -0.903 0.015 0.856
H -2.003 0.946 1.867
H -0.521 1.706 1.237
H -0.424 0.533 2.552

***

*two*
The following is a quantum chemistry calculation of C4H13N3 as an isolated structure, from the Open Molecules 2025 dataset.

gap between HOMO and LUMO = 6.1 eV
highest occupied orbital energy = -0.19992 Eh

Positions of all 20 atoms, in Å:
C 1.168 1.539 0.843
C 1.641 -0.450 -1.085
N 0.748 0.244 0.324
H 0.885 -0.481 1.027
H 0.704 1.746 1.812
H 0.862 2.309 0.133
H 2.254 1.604 0.962
H 1.288 0.060 -1.974
H 2.632 -0.082 -0.810
H 1.672 -1.530 -1.182
C -2.192 0.619 0.457
N -0.691 -2.181 0.037
C -0.977 0.152 -0.330
N -1.040 -1.114 -0.831
H 0.170 -2.514 0.455
H -0.800 -2.993 -0.584
H -0.779 0.873 -1.132
H -2.469 -0.129 1.199
H -2.037 1.605 0.903
H -3.038 0.723 -0.225

***

*three*
The following is a quantum chemistry calculation of a 2-piece molecular cluster, C4H13N3 overall, from the Open Molecules 2025 dataset.

gap between HOMO and LUMO = 9.6 eV
highest occupied orbital energy = -0.31612 Eh

Positions of all 20 atoms, in Å:
H 1.271 -2.850 2.389
N 0.606 -2.602 1.664
C 1.106 -1.873 0.755
N 0.357 -1.498 -0.318
C 0.809 -0.670 -1.372
H 2.117 -1.445 0.747
H -0.564 -1.904 -0.362
H 0.699 -1.155 -2.343
H 1.848 -0.367 -1.263
H 0.329 0.450 -1.235
C -2.034 0.820 0.257
N -0.794 1.199 0.883
C 0.245 2.060 -0.230
H -2.539 0.032 0.820
H -1.879 0.423 -0.768
H -2.685 1.696 0.197
H -0.302 0.353 1.170
H 0.543 2.171 -1.282
H -0.249 3.024 -0.118
H 1.118 2.136 0.410

***

*one* ends up most stable, edging out the next structure by 191.5 kJ/mol.

***

*one*
The following is a quantum chemistry calculation of one molecule with the formula C4H13N3, from the Open Molecules 2025 dataset.

gap between HOMO and LUMO = 9.6 eV
highest occupied orbital energy = -0.31348 Eh

Positions of all 20 atoms, in Å:
N -2.286 -0.730 -1.227
C -2.395 -0.665 0.221
C -1.029 -0.769 0.868
N -0.169 0.299 0.454
C 1.187 0.333 0.931
C 2.093 1.131 0.001
N 2.668 0.221 -1.017
H -3.024 -0.203 -1.667
H -1.389 -0.374 -1.523
H -3.009 -1.461 0.620
H -2.800 0.303 0.550
H -1.163 -0.817 1.960
H -0.588 -1.729 0.586
H -0.565 1.208 0.249
H 1.297 0.682 1.978
H 1.565 -0.691 0.975
H 1.470 1.899 -0.478
H 2.913 1.544 0.576
H 2.987 0.800 -1.797
H 1.863 -0.259 -1.440

***

*two*
The following is a quantum chemistry calculation of one molecule with the formula C4H13N3, from the Open Molecules 2025 dataset.

gap between HOMO and LUMO = 9.7 eV
highest occupied orbital energy = -0.31672 Eh

Positions of all 20 atoms, in Å:
N -2.329 1.429 0.352
C -2.247 -0.010 0.041
C -1.253 -0.970 0.862
C 0.206 -0.501 1.129
N 0.701 -0.404 -0.206
C 2.162 -0.219 -0.316
N 2.560 0.510 -1.543
H -1.415 1.925 0.266
H -2.880 1.849 -0.443
H -1.650 -0.022 -0.894
H -3.219 -0.586 -0.240
H -0.986 -1.979 0.309
H -1.835 -1.117 1.767
H 0.222 0.490 1.634
H 0.743 -1.316 1.672
H 0.142 0.221 -0.843
H 2.773 -1.162 -0.329
H 2.408 0.512 0.479
H 3.591 0.649 -1.574
H 2.362 -0.009 -2.325

***

*three*
The following is a quantum chemistry calculation of a 2-piece molecular cluster, C4H13N3 overall, from the Open Molecules 2025 dataset.

gap between HOMO and LUMO = 8.0 eV
highest occupied orbital energy = -0.25581 Eh

Positions of all 20 atoms, in Å:
N -3.300 1.408 0.133
C -2.460 0.638 0.970
C -1.663 -0.365 0.547
N -1.664 -0.866 -0.766
H -3.672 0.887 -0.653
H -4.070 1.849 0.620
H -2.599 0.808 2.027
H -1.189 -0.980 1.299
H -1.946 -0.165 -1.439
H -0.745 -1.210 -1.028
C 3.320 0.193 0.038
C 1.827 0.218 -0.280
N 1.179 -1.135 -0.374
H 3.720 1.204 0.081
H 3.875 -0.361 -0.719
H 3.490 -0.284 1.003
H 1.280 0.785 0.476
H 1.663 0.702 -1.246
H 1.566 -1.658 -1.156
H 1.387 -1.668 0.466

***

*one* ends up most stable, edging out the next structure by 13.8 kJ/mol.